Record 1
{"formula": "C16H22EuN4O5", "method": "ωB97M-V/def2-TZVPD", "elements": ["C", "O", "C", "C", "C", "O", "C", "C", "C", "C", "C", "C", "C", "C", "C", "N", "C", "N", "N", "C", "O", "N", "O", "C", "O", "H", "H", "H", "H", "H", "H", "H", "H", "H", "H", "H", "H", "H", "H", "H", "H", "H", "H", "H", "H", "H", "H", "Eu"], "positions_angstrom": [[2.67540, -0.81730, 3.97739], [1.62279, -0.51337, 2.97921], [1.91972, 0.78709, 2.29312], [1.81821, 0.49664, 0.67623], [2.85285, -0.66888, 0.06984], [3.83773, -1.37260, 0.92364], [2.85418, -1.06497, -1.54425], [3.86561, -2.16409, -2.22072], [1.76227, -0.28246, -2.48533], [0.74456, 0.85892, -1.88836], [0.74305, 1.31150, -0.31234], [-0.26608, 2.49299, 0.21483], [-1.86346, 2.18437, 0.01162], [-2.45427, 1.20149, 1.22874], [-4.00120, 0.85396, 0.81112], [-4.55256, -0.42749, 1.39635], [-3.73390, -1.63606, 0.99907], [-3.55405, -2.63065, 1.92830], [-3.07106, -1.73280, -0.38348], [-0.14153, 1.33416, -3.18312], [-0.89422, 2.41373, -3.41783], [0.02249, 0.17971, -4.17703], [-0.82610, -0.85634, -4.03190], [1.43243, -0.36264, -4.09429], [2.25777, -0.77492, -5.06247], [3.75784, -0.80180, 3.49465], [2.53133, -1.90848, 4.43885], [2.69746, -0.08689, 4.89304], [3.02128, 1.08294, 2.63149], [1.13746, 1.56247, 2.68850], [3.47148, -2.24582, 1.25668], [3.25127, -3.05989, -2.66735], [4.65700, -2.49946, -1.41920], [4.47656, -1.61139, -3.08074], [-0.12033, 2.75562, 1.36600], [-0.00090, 3.49811, -0.37185], [-2.42606, 3.22461, 0.17382], [-2.16706, 1.82016, -1.05836], [-1.72785, 0.28433, 1.26407], [-2.36565, 1.78945, 2.23705], [-4.04568, 0.79680, -0.36893], [-4.64775, 1.81141, 1.11195], [-5.50414, -0.57015, 0.94218], [-2.94306, -3.35309, 1.48421], [-2.13143, -2.21701, -0.28332], [-3.72818, -2.30637, -0.95611], [-0.84010, -1.19018, -3.08086], [0.59586, 4.41461, 0.59586]], "lowdin_spin": [0.0021, 0.0263, 0.0031, 0.1136, 0.3089, 0.0601, 0.0865, 0.0083, -0.0871, 0.1923, -0.0151, -0.0244, -0.0026, -0.0015, -0.0004, 0.0019, -0.0096, 0.1353, 0.1091, -0.0097, 0.0521, 0.0236, -0.0024, 0.0066, -0.0292, 0.0007, 0.0000, 0.0016, 0.0032, 0.0007, 0.0091, 0.0037, -0.0002, 0.0041, 0.0008, -0.0025, 0.0000, -0.0005, -0.0007, 0.0000, 0.0001, -0.0001, -0.0006, 0.0049, -0.0003, 0.0016, 0.0006, 5.0259], "homo_lumo_gap_ha": [0.1934, 0.0885], "spin_multiplicity": 7, "total_charge": 3, "e_lumo_ev": [-12.0, -13.9], "fmax_ha_per_bohr": 0.30318, "e_tot_ev": -52419.8013}

***

Record 2
{"formula": "C16H22F12NiO10", "method": "ωB97M-V/def2-TZVPD", "elements": ["Ni", "O", "H", "O", "H", "C", "C", "O", "C", "O", "C", "F", "F", "F", "H", "H", "H", "H", "H", "C", "C", "O", "C", "O", "C", "F", "F", "F", "H", "H", "H", "H", "H", "C", "C", "O", "C", "O", "C", "F", "F", "F", "H", "H", "H", "H", "H", "C", "C", "O", "C", "O", "C", "F", "F", "F", "H", "H", "H", "H", "H"], "positions_angstrom": [[2.05759, -1.01671, 1.05334], [0.25523, -0.36029, 0.90528], [-0.64747, -0.40602, 0.57243], [1.66164, -2.94146, 0.81140], [1.48784, -3.48994, 0.03741], [2.92483, 2.61308, 4.23268], [1.86879, 2.12431, 3.24453], [2.08361, 2.74398, 1.99255], [2.48328, 2.06982, 0.91773], [2.93432, 0.93756, 0.96940], [2.32166, 2.81509, -0.43996], [1.49423, 3.86517, -0.33022], [3.54773, 3.22450, -0.82519], [1.98705, 1.94466, -1.37315], [2.58311, 2.52108, 5.26133], [3.21640, 3.61813, 3.93108], [3.79111, 1.97486, 4.05233], [0.87600, 2.37292, 3.62270], [1.78608, 1.03972, 3.16506], [-1.44644, 2.04066, -1.00743], [-1.60637, 0.90255, -1.99281], [-2.74406, 1.26058, -2.77314], [-2.74070, 0.96044, -4.04984], [-1.84194, 0.52416, -4.74103], [-4.04973, 1.37032, -4.72290], [-4.56182, 0.35575, -5.35484], [-4.95909, 1.89865, -3.85488], [-3.77904, 2.33671, -5.62005], [-2.37501, 2.32453, -0.51289], [-1.10159, 2.95606, -1.48856], [-0.70907, 1.63736, -0.31104], [-1.87057, -0.02566, -1.48494], [-0.66600, 0.79375, -2.53185], [-1.96266, -0.26039, 5.39235], [-1.21974, -0.26442, 4.07090], [-1.94131, -0.98876, 3.04528], [-1.53495, -2.18421, 2.67995], [-0.51139, -2.78020, 3.06700], [-2.43589, -2.85287, 1.72511], [-1.82511, -2.98810, 0.53008], [-2.70365, -4.09171, 2.17037], [-3.61288, -2.20292, 1.62139], [-1.29812, 0.18073, 6.13518], [-2.35249, -1.24197, 5.65980], [-2.84466, 0.38203, 5.37574], [-0.23796, -0.71295, 4.21988], [-1.05932, 0.76276, 3.74604], [-0.49175, -2.97651, -3.19023], [0.55800, -2.34523, -2.34522], [1.65382, -1.85017, -3.10010], [2.51284, -1.04053, -2.46197], [2.54543, -0.66303, -1.27690], [3.66028, -0.67916, -3.45445], [3.11610, -0.43418, -4.64305], [4.34904, 0.39471, -3.03530], [4.54737, -1.69811, -3.54500], [-1.51165, -3.09306, -2.82319], [-0.26975, -4.03707, -3.33703], [-0.58414, -2.63475, -4.22180], [1.05634, -3.07280, -1.70465], [0.13661, -1.61343, -1.65471]], "lowdin_spin": [1.7241, 0.1024, 0.0066, 0.1309, 0.0047, 0.0001, -0.0003, 0.0032, 0.0040, 0.0042, 0.0004, 0.0001, 0.0001, 0.0002, 0.0000, 0.0000, 0.0000, 0.0000, -0.0005, 0.0005, 0.0000, 0.0000, 0.0000, 0.0000, 0.0000, 0.0000, 0.0000, 0.0000, 0.0000, 0.0000, 0.0005, 0.0000, 0.0000, 0.0000, 0.0000, 0.0007, -0.0004, -0.0008, 0.0000, -0.0003, 0.0000, 0.0000, 0.0000, 0.0000, 0.0000, -0.0002, 0.0001, 0.0000, -0.0007, 0.0000, 0.0022, 0.0179, 0.0007, 0.0001, 0.0000, 0.0003, 0.0000, 0.0000, 0.0000, -0.0003, -0.0004], "homo_lumo_gap_ha": [0.3206, 0.3050], "spin_multiplicity": 3, "e_lumo_ev": [-0.3, -0.6], "fmax_ha_per_bohr": 0.10847, "e_tot_ev": -111074.9525}

***

Record 3
{"formula": "C16H22IrN5O4S2", "method": "ωB97M-V/def2-TZVPD", "elements": ["Ir", "N", "C", "S", "N", "N", "C", "C", "C", "C", "C", "C", "C", "O", "H", "H", "H", "H", "H", "H", "H", "C", "C", "C", "O", "C", "O", "O", "H", "H", "H", "H", "H", "H", "H", "C", "N", "C", "C", "N", "C", "S", "H", "H", "H", "H", "H", "H", "H", "H"], "positions_angstrom": [[0.15028, 0.95428, -0.91670], [-2.51442, 0.89400, 2.50495], [-1.72456, 0.62638, 1.42931], [-0.22064, 1.53023, 1.32721], [-2.16344, -0.22180, 0.54628], [-1.19532, -0.47353, -0.42416], [-1.37755, -1.46104, -1.22391], [-0.27274, -2.01391, -1.98013], [-0.51948, -3.07427, -2.85672], [0.51026, -3.74801, -3.47532], [1.82336, -3.37099, -3.18983], [2.09503, -2.32022, -2.33786], [1.06091, -1.59244, -1.74002], [1.40399, -0.59045, -0.92746], [-2.11365, 1.41098, 3.26576], [-3.24299, 0.23325, 2.71492], [-2.34956, -1.94798, -1.24182], [-1.54829, -3.36238, -3.04223], [0.30654, -4.55618, -4.16377], [2.64585, -3.91119, -3.64256], [3.11064, -2.01735, -2.11856], [-1.09327, 3.84241, -3.01840], [-1.76268, 2.52167, -2.67884], [-3.25255, 2.55557, -2.94898], [-1.53927, 2.27675, -1.26015], [-1.08933, 1.41676, -3.52077], [-1.38132, 1.30252, -4.69467], [-0.21356, 0.67770, -2.91079], [-1.58230, 4.66392, -2.49248], [-1.16207, 4.00392, -4.09283], [-0.04304, 3.82826, -2.73282], [-3.72619, 3.36829, -2.39534], [-3.72142, 1.60854, -2.66617], [-3.41209, 2.69518, -4.01516], [-2.26142, 1.73127, -0.91290], [4.48087, 4.15733, -1.09015], [4.02229, 3.19952, -0.11275], [4.86253, 2.80727, 1.01442], [4.08051, 1.64089, 1.64805], [2.98867, 1.45520, 0.70447], [2.97525, 2.37076, -0.25676], [1.83151, 2.49144, -1.51129], [5.34188, 3.76968, -1.64091], [4.76427, 5.08517, -0.59220], [3.67873, 4.36584, -1.79268], [4.98549, 3.64620, 1.70034], [5.85173, 2.50226, 0.66442], [3.70144, 1.88506, 2.64060], [4.68291, 0.73663, 1.72135], [2.22569, 0.80128, 0.81622]], "lowdin_charge": [0.9968, 0.0663, -0.8380, 0.6099, 0.0030, -0.1996, -0.0471, -0.1627, -0.0419, -0.0955, -0.0784, -0.0120, -0.3314, -0.2758, 0.0740, 0.0964, 0.1370, 0.1129, 0.0970, 0.1022, 0.1146, -0.0066, -0.4992, -0.0041, -0.1706, -0.5828, 0.0807, -0.1756, 0.0959, 0.1035, 0.0277, 0.0947, 0.0992, 0.0973, 0.0853, -0.0483, -0.1626, -0.1008, -0.1041, 0.0217, -0.7091, 0.7431, 0.0974, 0.0933, 0.0558, 0.1230, 0.1234, 0.1206, 0.1202, 0.0529], "homo_lumo_gap_ha": 0.2738, "e_lumo_ev": 0.3, "fmax_ha_per_bohr": 0.02470, "e_tot_ev": -57100.9321}

***

Record 4
{"formula": "C16H22N2O2", "method": "ωB97M-V/def2-TZVPD", "elements": ["C", "C", "C", "C", "C", "C", "C", "C", "O", "N", "C", "C", "C", "C", "C", "C", "C", "C", "O", "N", "H", "H", "H", "H", "H", "H", "H", "H", "H", "H", "H", "H", "H", "H", "H", "H", "H", "H", "H", "H", "H", "H"], "positions_angstrom": [[-0.50499, -2.33195, 0.58103], [0.62649, -3.29155, 0.23155], [1.62616, -2.74180, -0.78823], [2.39709, -1.50741, -0.30100], [1.77818, -0.20100, -0.79497], [2.48533, 1.04949, -0.24711], [2.23798, 1.26432, 1.24101], [0.76736, 1.52843, 1.48538], [0.17213, 1.11904, 2.45408], [0.16059, 2.30561, 0.53312], [-1.25404, 2.63127, 0.71797], [-2.10900, 1.48979, 0.23235], [-2.21326, 1.23939, -1.13100], [-2.96077, 0.16974, -1.58972], [-3.61224, -0.65792, -0.69000], [-3.50883, -0.41462, 0.66874], [-2.75602, 0.65183, 1.12914], [0.78505, 2.78702, -0.62571], [0.27800, 3.64271, -1.31503], [1.99415, 2.24484, -0.90429], [-1.24226, -2.83684, 1.20096], [-1.00646, -1.98077, -0.31857], [-0.14370, -1.47157, 1.13805], [0.19521, -4.20764, -0.17983], [1.16171, -3.56394, 1.14426], [1.09992, -2.50069, -1.71408], [2.33809, -3.53806, -1.01663], [3.42929, -1.55460, -0.65665], [2.42593, -1.52026, 0.78874], [0.72314, -0.16128, -0.52257], [1.83726, -0.17411, -1.88663], [3.56109, 0.97559, -0.44216], [2.54500, 0.40882, 1.83976], [2.79793, 2.13899, 1.58355], [-1.42048, 2.81195, 1.78140], [-1.44779, 3.53840, 0.14197], [-1.70993, 1.89158, -1.83029], [-3.03801, -0.01685, -2.65117], [-4.19776, -1.49195, -1.04851], [-4.01228, -1.06017, 1.37304], [-2.66066, 0.83174, 2.18908], [2.37539, 2.50443, -1.80107]], "lowdin_charge": [-0.1047, -0.2603, -0.2149, -0.1958, -0.1522, -0.2970, -0.0309, -0.4277, 0.0990, 0.0724, -0.0701, -0.1995, -0.0347, -0.0855, -0.1032, -0.0898, -0.0386, -0.4989, 0.0775, 0.1232, 0.0748, 0.0674, 0.0613, 0.1029, 0.1062, 0.1100, 0.1042, 0.1124, 0.1064, 0.1015, 0.1256, 0.1529, 0.1220, 0.1377, 0.1297, 0.1297, 0.1111, 0.1016, 0.1014, 0.1040, 0.1133, 0.1556], "homo_lumo_gap_ha": 0.3646, "e_lumo_ev": 0.7, "fmax_ha_per_bohr": 0.01327, "e_tot_ev": -24026.1778, "smiles": "CCCCC[C@@H]1CC(=O)N(Cc2ccccc2)C(=O)N1"}